Record 1
Here is a cluster of 12 separate species, C18H62N22O12 in total in a non-equilibrium geometry from the Open Molecules 2025 dataset. Energies are from the ωB97M-V functional and the def2-TZVPD basis.

Computed properties:
Orbital gap = 9.2 eV
SMILES string = COC[C@H](C)N.COC[C@H](C)N.NC(N)=O.NC(N)=O.NC(N)=O.NC(N)=O.NC(N)=O.NC(N)=O.NC(N)=O.NC(N)=O.NC(N)=O.NC(N)=O
Highest occupied orbital energy = -9.1 eV

Geometry (Å):
C: 27.896 -1.263 0.246
O: 28.519 -0.863 1.417
C: 29.806 -0.349 1.268
C: 30.543 0.227 2.539
C: 29.850 1.393 3.142
N: 31.935 0.533 2.248
H: 26.880 -1.626 0.401
H: 28.423 -2.087 -0.234
H: 27.786 -0.369 -0.369
H: 30.391 -1.110 0.752
H: 29.878 0.356 0.439
H: 30.523 -0.628 3.215
H: 29.728 2.224 2.446
H: 30.493 1.708 3.964
H: 28.869 1.040 3.459
H: 31.704 1.130 1.467
H: 32.417 -0.225 1.786
C: 34.022 -5.389 -2.978
O: 33.014 -6.207 -2.417
C: 32.686 -7.385 -3.236
C: 31.945 -7.012 -4.554
C: 30.673 -6.142 -4.375
N: 31.516 -8.268 -5.104
H: 34.086 -4.457 -2.416
H: 33.911 -5.192 -4.044
H: 35.053 -5.680 -2.780
H: 33.569 -7.949 -3.536
H: 32.111 -8.174 -2.750
H: 32.605 -6.516 -5.265
H: 29.857 -6.643 -3.854
H: 30.262 -6.109 -5.384
H: 30.799 -5.133 -3.982
H: 30.892 -8.023 -5.860
H: 30.924 -8.697 -4.407
N: 35.614 -2.971 -4.253
C: 35.886 -3.565 -5.334
N: 37.116 -3.948 -5.400
O: 35.102 -3.711 -6.220
H: 36.268 -2.978 -3.483
H: 34.667 -2.643 -4.128
H: 37.416 -4.386 -6.259
H: 37.520 -4.008 -4.476
N: 29.303 -3.184 -2.735
C: 28.325 -3.937 -3.153
N: 28.033 -4.772 -2.179
O: 27.762 -3.854 -4.231
H: 29.522 -2.389 -3.319
H: 29.876 -3.382 -1.927
H: 28.657 -4.712 -1.387
H: 27.220 -5.368 -2.244
N: 33.151 -1.994 -1.722
C: 32.792 -1.057 -0.924
N: 31.808 -0.320 -1.448
O: 33.305 -0.819 0.155
H: 33.933 -2.575 -1.456
H: 32.673 -2.227 -2.580
H: 31.171 -0.606 -2.177
H: 31.665 0.568 -0.988
N: 32.275 4.267 0.248
C: 32.469 2.991 -0.110
N: 33.658 2.528 -0.006
O: 31.658 2.348 -0.709
H: 31.345 4.663 0.226
H: 33.056 4.649 0.761
H: 33.935 1.671 -0.464
H: 34.339 2.999 0.572
N: 35.103 2.387 -4.862
C: 33.831 2.188 -5.072
N: 33.326 1.336 -4.176
O: 33.214 2.605 -6.034
H: 35.448 1.892 -4.052
H: 35.637 2.840 -5.590
H: 33.836 1.064 -3.348
H: 32.337 1.130 -4.162
N: 36.783 -3.996 1.168
C: 35.828 -3.395 0.559
N: 35.030 -2.701 1.308
O: 35.834 -3.439 -0.628
H: 36.972 -3.893 2.155
H: 37.374 -4.524 0.541
H: 35.072 -2.884 2.300
H: 34.330 -2.151 0.832
N: 33.131 -1.629 -6.557
C: 32.408 -1.610 -5.465
N: 31.392 -0.785 -5.552
O: 32.584 -2.304 -4.489
H: 33.918 -2.261 -6.570
H: 32.875 -1.135 -7.400
H: 30.650 -0.902 -4.878
H: 31.369 -0.025 -6.217
N: 29.095 1.228 -1.998
C: 28.893 0.274 -2.929
N: 27.656 0.315 -3.337
O: 29.805 -0.388 -3.383
H: 30.019 1.398 -1.627
H: 28.348 1.712 -1.522
H: 27.368 -0.055 -4.232
H: 27.099 0.895 -2.727
N: 33.981 0.101 4.404
C: 35.193 -0.127 4.371
N: 35.601 0.077 3.159
O: 35.827 -0.419 5.401
H: 33.322 0.307 3.667
H: 33.640 -0.147 5.322
H: 34.873 -0.186 2.511
H: 36.595 0.009 2.992
N: 36.146 -0.836 -1.744
C: 36.325 0.490 -1.608
N: 36.488 0.772 -0.342
O: 36.236 1.275 -2.494
H: 36.115 -1.521 -1.002
H: 35.952 -1.006 -2.720
H: 36.365 0.071 0.374
H: 36.468 1.772 -0.201

Record 2
Here is an isolated molecule of C2H3N3O in a non-equilibrium geometry from the Open Molecules 2025 dataset. Energies are from the ωB97M-V functional and the def2-TZVPD basis.

Computed properties:
Orbital gap (alpha / beta) = 8.4 / 8.4 eV
SMILES string = Oc1nc[nH]n1
Highest occupied orbital energy (alpha / beta) = -8.8 / -8.8 eV

Geometry (Å):
O: 1.776 -0.117 0.361
C: 0.817 0.590 -0.511
N: 0.261 -0.629 -0.884
C: -0.829 -0.667 -0.204
N: -1.052 0.548 0.378
N: -0.037 1.389 0.179
H: 2.399 -0.546 -0.228
H: -1.447 -1.533 -0.021
H: -1.857 0.816 0.917

Record 3
Here is a cluster of 8 separate species, C10H25Cl2F9N3O10S2 in total in a non-equilibrium geometry from the Open Molecules 2025 dataset. Energies are from the ωB97M-V functional and the def2-TZVPD basis.

Computed properties:
Orbital gap = 5.4 eV
Net charge = -1
Highest occupied orbital energy = -3.2 eV

Geometry (Å):
N: 0.766 -0.477 -3.429
H: 0.727 -1.327 -3.973
H: 0.513 0.350 -3.950
H: 1.705 -0.348 -3.079
H: 0.124 -0.734 -2.692
N: -0.837 -0.025 0.432
H: -0.897 -0.329 -0.529
H: -1.262 -0.796 0.927
H: -1.348 0.836 0.565
H: 0.145 0.107 0.631
N: -2.439 0.917 -3.342
H: -3.185 0.633 -3.961
H: -2.792 1.718 -2.838
H: -1.595 1.159 -3.841
H: -2.081 0.229 -2.695
C: -3.697 4.707 0.366
F: -3.996 5.548 -0.595
F: -3.200 5.393 1.329
F: -4.795 4.167 0.798
S: -2.401 3.387 -0.396
O: -2.103 2.403 0.627
O: -3.065 2.766 -1.545
O: -1.221 4.050 -0.878
C: 4.612 0.827 -0.363
F: 4.884 -0.511 -0.018
F: 4.692 1.541 0.755
F: 5.543 1.314 -1.199
S: 2.883 1.082 -1.214
O: 1.840 0.736 -0.222
O: 2.825 2.481 -1.667
O: 2.939 0.054 -2.275
O: -1.502 -1.349 -1.885
C: -1.630 -2.767 -1.994
C: -1.549 -3.426 -3.373
O: -0.691 -3.109 -4.509
H: -2.535 -3.246 -1.620
H: -0.880 -3.161 -1.308
H: -2.587 -3.323 -3.689
H: -1.461 -4.502 -3.222
C: 1.908 -1.726 2.741
C: 1.413 -2.986 1.959
O: 0.355 -3.576 2.727
C: -0.971 -3.263 2.570
O: -1.375 -2.464 1.679
C: -1.846 -4.074 3.531
F: -1.144 -4.816 4.401
F: -2.689 -3.233 4.166
F: -2.514 -4.920 2.813
H: 2.604 -1.203 2.085
H: 2.428 -2.139 3.605
H: 1.131 -1.009 3.009
H: 2.197 -3.737 1.863
H: 1.101 -2.629 0.978
Cl: 0.416 1.777 2.729
C: 2.118 2.391 3.013
C: 2.352 3.824 2.570
Cl: 1.775 4.027 0.885
H: 2.886 1.691 2.684
H: 2.287 2.436 4.088
H: 3.384 4.175 2.586
H: 1.736 4.473 3.192

Record 4
Here is a structure of composition C14H7F5IrN5S3 in a non-equilibrium geometry from the Open Molecules 2025 dataset. Energies are from the ωB97M-V functional and the def2-TZVPD basis.

Computed properties:
Orbital gap (alpha / beta) = 7.1 / 5.2 eV
Net charge = +1
Spin multiplicity = 2
Highest occupied orbital energy (alpha / beta) = -11.5 / -11.4 eV

Geometry (Å):
Ir: 0.557 0.325 0.184
N: 3.530 3.227 -0.846
C: 2.822 2.203 -0.369
S: 1.032 2.408 -0.424
N: 3.428 1.156 0.110
N: 2.524 0.243 0.569
C: 2.798 -0.715 1.365
C: 1.522 -1.317 1.922
C: 1.559 -2.276 2.988
C: 0.605 -2.226 3.955
C: -0.397 -1.227 3.980
C: -0.374 -0.278 3.005
N: 0.612 -0.258 2.084
H: 3.079 4.060 -1.179
H: 4.535 3.189 -0.820
H: 3.800 -0.938 1.708
H: 2.319 -3.044 2.976
H: 0.629 -2.962 4.749
H: -1.131 -1.190 4.769
H: -1.089 0.531 2.940
F: -3.784 0.779 -5.325
C: -3.297 0.716 -4.107
C: -1.927 0.552 -3.923
F: -1.128 0.456 -4.972
C: -1.422 0.486 -2.646
F: -0.103 0.321 -2.503
C: -2.246 0.583 -1.516
S: -1.700 0.517 0.114
C: -3.626 0.747 -1.742
F: -4.445 0.845 -0.708
C: -4.151 0.814 -3.014
F: -5.448 0.974 -3.203
S: -0.205 -4.182 -0.444
C: 0.335 -2.791 -0.033
N: 0.784 -1.730 0.354

Record 5
Here is a structure of composition C3H4LuO2 in a non-equilibrium geometry from the Open Molecules 2025 dataset. Energies are from the ωB97M-V functional and the def2-TZVPD basis.

Computed properties:
Orbital gap (alpha / beta) = 4.5 / 4.0 eV
Net charge = +1
Highest occupied orbital energy (alpha / beta) = -11.5 / -11.0 eV

Geometry (Å):
C: -1.456 0.438 0.122
O: -0.068 0.456 -0.086
C: 0.746 -1.165 -0.048
C: 2.061 -1.037 -0.092
O: 2.638 0.184 -0.136
Lu: 1.552 1.878 -0.232
H: -1.939 1.422 0.177
H: -1.945 -0.119 -0.692
H: -1.626 -0.073 1.082
H: 0.037 -1.984 -0.094

Record 6
Here is an isolated molecule of CH2N2O3S in a non-equilibrium geometry from the Open Molecules 2025 dataset. Energies are from the ωB97M-V functional and the def2-TZVPD basis.

Computed properties:
Orbital gap = 10.8 eV
Highest occupied orbital energy = -10.9 eV

Geometry (Å):
C: 1.208 0.491 -1.283
N: 0.206 0.757 -0.645
N: -0.358 -1.579 0.374
O: 2.145 0.014 -1.723
O: 0.569 0.280 1.791
O: -1.784 0.237 1.033
S: -0.489 -0.271 1.071
H: -0.200 1.698 -0.688
H: -1.297 -1.625 0.070

Record 7
Here is a cluster of 2 separate species, C5H8O2 in total from the Open Molecules 2025 dataset. Energies are from the ωB97M-V functional and the def2-TZVPD basis.

Computed properties:
Orbital gap = 8.5 eV
Highest occupied orbital energy = -8.3 eV

Geometry (Å):
O: -0.671 1.839 -0.095
C: -0.395 0.594 0.310
C: -0.687 -0.528 -0.668
C: -0.582 -0.190 -2.137
O: -0.517 0.934 -2.591
C: 0.055 0.402 1.568
C: 1.721 -0.847 1.834
H: -0.732 1.857 -1.072
H: -0.048 -1.393 -0.466
H: -1.719 -0.884 -0.522
H: -0.603 -1.055 -2.825
H: 0.079 -0.572 2.092
H: 0.213 1.275 2.189
H: 2.351 -0.008 1.483
H: 1.535 -1.422 0.899

Record 8
Here is a structure of composition C37H51CaCl3N6O5S3Si in a non-equilibrium geometry from the Open Molecules 2025 dataset. Energies are from the ωB97M-V functional and the def2-TZVPD basis.

Computed properties:
Orbital gap = 7.3 eV
Highest occupied orbital energy = -7.1 eV

Geometry (Å):
Ca: 1.428 -1.045 0.623
C: 3.056 1.953 5.130
N: 3.337 1.485 3.796
C: 4.702 1.662 3.332
C: 2.444 1.007 2.911
O: 2.772 0.731 1.770
C: 0.986 0.794 3.330
O: 0.307 0.642 2.116
C: -1.093 0.712 2.137
C: -1.500 1.044 0.691
O: -0.662 1.446 -0.099
N: -2.813 1.003 0.399
C: -3.844 0.495 1.268
C: -3.229 1.146 -0.979
H: 3.004 3.047 5.138
H: 2.120 1.548 5.506
H: 3.858 1.645 5.802
H: 5.149 2.519 3.830
H: 5.302 0.772 3.533
H: 4.680 1.829 2.257
H: 0.924 -0.116 3.952
H: 0.580 1.648 3.891
H: -1.539 -0.239 2.463
H: -1.438 1.519 2.805
H: -3.613 0.665 2.316
H: -4.771 1.024 1.040
H: -3.995 -0.577 1.105
H: -2.359 1.403 -1.576
H: -3.644 0.205 -1.344
H: -3.977 1.937 -1.058
C: -5.267 -3.421 1.031
Si: -3.571 -3.943 0.294
C: -3.576 -5.857 0.273
C: -3.519 -3.321 -1.504
C: -2.197 -3.409 1.496
C: -2.160 -4.006 2.745
C: -1.131 -3.736 3.642
C: -0.129 -2.879 3.232
N: -0.121 -2.286 2.046
C: -1.129 -2.529 1.185
S: -1.040 -1.689 -0.296
H: -6.070 -3.819 0.417
H: -5.404 -2.344 1.076
H: -5.406 -3.810 2.035
H: -4.441 -6.232 -0.266
H: -3.618 -6.267 1.278
H: -2.691 -6.263 -0.206
H: -4.311 -3.779 -2.092
H: -2.568 -3.553 -1.971
H: -3.638 -2.243 -1.553
H: -2.935 -4.705 3.030
H: -1.088 -4.218 4.606
H: 0.707 -2.659 3.885
S: 3.669 -2.159 1.706
C: 2.863 -3.535 2.069
N: 2.314 -4.508 2.377
C: 0.514 -5.213 -0.498
C: 1.646 -5.102 -1.503
O: 2.186 -3.799 -1.468
C: 3.296 -3.668 -2.320
C: 3.838 -2.256 -2.219
H: 0.013 -6.171 -0.611
H: -0.200 -4.410 -0.665
H: 0.909 -5.125 0.515
H: 1.280 -5.312 -2.525
H: 2.430 -5.841 -1.268
H: 2.986 -3.887 -3.358
H: 4.076 -4.397 -2.044
H: 3.048 -1.549 -2.467
H: 4.671 -2.129 -2.905
H: 4.169 -2.072 -1.199
Cl: -4.388 1.746 -4.526
C: -2.826 2.383 -4.179
C: -1.702 1.585 -4.317
C: -0.455 2.109 -4.020
C: -0.293 3.414 -3.565
C: 1.050 4.053 -3.253
C: 2.287 3.140 -3.421
N: 2.539 2.196 -2.362
C: 3.754 2.062 -1.741
C: 3.651 0.987 -0.912
N: 2.399 0.468 -1.009
C: 1.756 1.207 -1.872
O: 1.096 4.767 -2.039
C: 0.641 4.129 -0.849
C: 0.116 5.199 0.062
C: -1.183 5.350 0.443
Cl: -2.496 4.347 0.014
S: -1.428 6.711 1.489
C: 0.249 7.092 1.396
C: 0.931 6.222 0.615
C: -1.443 4.205 -3.480
Cl: -1.341 5.870 -3.051
C: -2.700 3.702 -3.777
H: -1.798 0.563 -4.650
H: 0.398 1.470 -4.176
H: 1.177 4.857 -3.998
H: 3.154 3.806 -3.460
H: 2.224 2.618 -4.382
H: 4.571 2.728 -1.933
H: 4.384 0.563 -0.253
H: 0.723 1.075 -2.110
H: 1.471 3.612 -0.349
H: -0.140 3.393 -1.056
H: 0.624 7.942 1.928
H: 1.982 6.290 0.412
H: -3.565 4.341 -3.702